15
Properties=species:S:1:pos:R:3:nbo_charge:R:1 method="wB97M-V/def2-TZVPD" charge=+1 de_lowest_kcal_mol=67.8 orbital_gap_ev=10.8 homo_energy_ev=-14.90 smiles="C[C@@H]1OC(=O)[C@H]1[NH3+]" energy_ha=-362.1054
C 0.98 -1.81 -0.24 -0.664
C 0.22 -0.71 0.39 0.071
O -1.22 -1.01 0.45 -0.449
C -1.59 0.03 -0.24 0.822
O -2.58 0.59 -0.55 -0.489
C 0.02 0.66 -0.42 -0.259
N 0.02 1.92 0.26 -0.698
H 0.41 -2.00 -1.25 0.245
H 0.81 -2.76 0.44 0.266
H 2.12 -1.54 -0.19 0.261
H 0.59 -0.65 1.52 0.223
H 0.35 0.82 -1.51 0.269
H 0.58 2.57 -0.22 0.454
H 0.39 1.68 1.21 0.458
H -1.10 2.20 0.34 0.490